Version i
C10H23BaF6N2O14S2 | wB97M-V/def2-TZVPD

Last column: Löwdin charge in e.
Cartesian coordinates (Å):
Ba  -6.9187  -0.6093  10.8072  2.03
N  -3.2721  -0.8822  10.9171  -0.59
O  -2.9136  0.2116  10.3940  -0.05
O  -2.6404  -1.9270  10.6909  -0.03
O  -4.2998  -0.8603  11.6793  -0.25
C  -10.1213  1.2565  14.2164  -0.65
F  -10.6883  1.6722  13.0668  0.10
F  -10.5771  1.8740  15.2956  0.14
F  -10.4480  -0.0492  14.3115  0.10
S  -8.2586  1.5560  14.1382  0.48
O  -8.1712  3.0136  14.1123  -0.33
O  -7.7654  0.9584  15.3811  -0.32
O  -7.7817  0.8910  12.9458  -0.48
C  -5.8803  -0.6649  5.8078  -0.64
F  -5.0488  -0.3461  4.8316  0.15
F  -6.7353  0.3427  6.0904  0.09
F  -6.6545  -1.7091  5.4437  0.09
S  -4.9184  -1.1174  7.3699  0.48
O  -4.5784  -2.5135  7.2463  -0.30
O  -3.7646  -0.2288  7.3430  -0.30
O  -5.8190  -0.7889  8.4720  -0.55
C  -10.0924  -2.8664  7.3348  -0.05
C  -9.2117  -2.5658  8.5665  -0.42
C  -8.0535  -3.5576  8.5282  -0.20
O  -7.1084  -3.2108  9.5206  -0.31
C  -6.1370  -4.2207  9.7257  -0.09
N  -8.7693  -1.1722  8.6385  -0.02
H  -11.0293  -2.3162  7.2440  0.07
H  -10.3100  -3.9286  7.2086  0.08
H  -9.4901  -2.5719  6.4695  0.08
H  -9.7226  -2.7327  9.5183  0.12
H  -7.5840  -3.5016  7.5378  0.13
H  -8.4304  -4.5738  8.6791  0.13
H  -5.4792  -3.8234  10.4974  0.09
H  -5.6123  -4.5017  8.8116  0.09
H  -6.5722  -5.1516  10.1206  0.09
H  -9.6371  -0.6434  8.6534  0.09
H  -8.2241  -0.8852  7.8293  0.06
C  -8.9635  -2.5286  13.1724  -0.24
C  -7.7619  -3.4771  13.1187  -0.21
O  -6.5739  -2.6774  12.9116  -0.15
O  -9.2354  -1.9305  11.9205  -0.16
H  -8.8480  -1.8435  14.0113  0.12
H  -9.7766  -3.2168  13.4396  0.13
H  -7.8952  -4.2254  12.3342  0.12
H  -7.6318  -3.9007  14.1173  0.13
H  -5.8487  -3.2764  13.1193  0.10
H  -10.1177  -2.1637  11.6332  0.09
C  -6.6566  3.0342  10.4194  -0.26
C  -7.6631  2.8363  9.3143  -0.23
O  -8.7695  1.9924  9.6779  -0.10
O  -5.6659  2.0356  10.4793  -0.13
H  -7.1940  3.2226  11.3638  0.11
H  -6.1775  4.0222  10.3890  0.13
H  -7.1737  2.4163  8.4306  0.13
H  -8.0582  3.7950  8.9571  0.12
H  -9.2639  2.5551  10.2879  0.09
H  -4.8020  2.4339  10.6093  0.10

Its highest occupied orbital energy is -5.4 eV. The total charge is -1. The HOMO-LUMO gap is 6.983 eV.


Version ii
C10H23BaF6N2O14S2 | wB97M-V/def2-TZVPD

Last column: Löwdin charge in e.
Cartesian coordinates (Å):
Ba  -27.4431  10.9063  0.8495  1.97
N  -29.3028  14.1799  2.4348  -0.64
O  -30.1577  14.8857  1.8904  -0.05
O  -28.5684  13.4238  1.7474  -0.21
O  -29.1479  14.1952  3.6428  0.01
C  -28.0119  11.7331  6.1505  -0.70
F  -27.8493  12.9640  5.8463  0.17
F  -27.5827  11.6095  7.4245  0.10
F  -29.2918  11.3218  6.0470  0.11
S  -26.8202  10.7316  5.0755  0.51
O  -25.5090  11.2357  5.4880  -0.32
O  -27.0356  9.3310  5.4787  -0.35
O  -27.1004  11.0339  3.6502  -0.50
C  -22.7731  8.4119  1.7156  -0.64
F  -23.2420  7.7108  0.7013  0.11
F  -22.2804  7.5681  2.6943  0.08
F  -21.8100  9.1700  1.1993  0.13
S  -24.1672  9.3565  2.5902  0.55
O  -25.0887  9.8064  1.4667  -0.61
O  -24.7465  8.4262  3.5354  -0.29
O  -23.5065  10.5414  3.1988  -0.32
C  -27.5320  9.6002  -2.9944  -0.07
C  -26.3659  8.9840  -2.2590  -0.39
C  -25.0967  9.8518  -2.0098  -0.14
O  -24.5683  10.4168  -3.2248  -0.21
C  -23.2638  10.3306  -3.7125  -0.11
N  -26.9462  8.6210  -0.9596  -0.06
H  -28.2515  8.9038  -3.4290  0.08
H  -27.2640  10.2406  -3.8395  0.08
H  -28.1589  10.3224  -2.4690  0.04
H  -26.1620  8.0007  -2.6876  0.14
H  -24.3135  9.2358  -1.5620  0.12
H  -25.1428  10.7592  -1.4053  0.10
H  -23.2139  11.1795  -4.3974  0.08
H  -23.2190  9.4729  -4.3889  0.08
H  -22.4393  10.3980  -3.0021  0.09
H  -27.7357  8.0146  -1.1428  0.08
H  -26.2516  8.0639  -0.4718  0.08
C  -30.7820  9.7359  1.8105  -0.21
C  -31.3599  10.1658  0.4659  -0.23
O  -30.2158  10.2546  -0.3584  -0.14
O  -29.8356  10.6734  2.3588  -0.18
H  -30.3360  8.7767  1.5406  0.12
H  -31.5197  9.5768  2.5968  0.13
H  -31.8850  11.1201  0.5495  0.13
H  -32.1295  9.4469  0.1747  0.12
H  -30.4240  10.7228  -1.1711  0.09
H  -30.1935  11.2511  3.0386  0.10
C  -27.5627  14.7633  -1.3513  -0.26
C  -27.1381  13.4081  -1.8053  -0.23
O  -28.2058  12.5095  -1.4713  -0.21
O  -28.9018  15.1383  -1.6358  -0.04
H  -26.8604  15.3569  -1.9460  0.12
H  -27.3494  15.0085  -0.3103  0.13
H  -26.1121  13.2024  -1.5013  0.13
H  -27.1092  13.4674  -2.8968  0.12
H  -29.0611  12.8660  -1.7242  0.09
H  -29.4046  14.9034  -0.8456  0.08

Its highest occupied orbital energy is -5.6 eV. The total charge is -1. The HOMO-LUMO gap is 6.823 eV.


Computed energies relative to the best structure, in kcal/mol: version i 0.0; version ii 67.5